Entry 1:
64
Properties=species:S:1:pos:R:3 method="wB97M-V/def2-TZVPD" homo_lumo_gap_ev="5.3 / 6.6" spin_multiplicity=6 total_charge=-1 s_squared=8.7958
Ru -0.649 0.046 -0.324
S -1.932 1.500 1.307
C -2.582 0.053 1.981
S -2.001 -1.402 1.261
C -3.496 0.056 3.013
C -3.943 1.275 3.602
N -4.309 2.258 4.079
C -4.010 -1.164 3.546
N -4.429 -2.142 3.987
C -2.212 3.530 -2.810
C -2.787 2.893 -3.934
C -2.824 1.534 -3.995
C -2.277 0.749 -2.938
N -1.732 1.390 -1.851
C -1.718 2.724 -1.815
C -2.273 -0.668 -2.936
C -2.805 -1.463 -3.992
C -2.741 -2.821 -3.931
C -2.151 -3.449 -2.809
C -1.678 -2.632 -1.812
N -1.725 -1.299 -1.845
H -2.176 4.604 -2.713
H -3.206 3.479 -4.742
H -3.274 1.049 -4.849
H -1.295 3.162 -0.917
H -3.263 -0.988 -4.847
H -3.148 -3.416 -4.740
H -2.089 -4.522 -2.714
H -1.243 -3.061 -0.913
C 0.547 0.112 3.126
Si 1.183 -0.009 1.359
C 2.336 1.533 1.151
C 3.366 1.459 0.020
C 1.455 2.764 0.888
C 3.109 1.807 2.452
C 2.144 -1.687 1.290
C 1.242 -2.804 1.833
C 2.627 -2.146 -0.088
C 3.380 -1.602 2.199
H 1.371 -0.034 3.828
H -0.212 -0.639 3.327
H 0.103 1.088 3.315
H 2.904 1.444 -0.965
H 4.021 0.587 0.104
H 4.006 2.349 0.065
H 0.895 2.672 -0.047
H 2.093 3.651 0.799
H 0.733 2.945 1.685
H 3.831 1.023 2.691
H 2.450 1.930 3.310
H 3.671 2.741 2.337
H 0.349 -2.950 1.224
H 0.909 -2.621 2.855
H 1.804 -3.745 1.827
H 1.800 -2.334 -0.773
H 3.178 -3.087 0.028
H 3.301 -1.433 -0.566
H 3.140 -1.276 3.211
H 4.139 -0.927 1.795
H 3.838 -2.595 2.274
C 0.895 0.114 -1.758
H 1.912 -0.061 -1.430
H 0.829 1.102 -2.220
H 0.620 -0.645 -2.492

---

Entry 2:
51
Properties=species:S:1:pos:R:3 method="wB97M-V/def2-TZVPD" homo_lumo_gap_ev="5.3 / 6.0" spin_multiplicity=4 total_charge=-2 s_squared=4.0246
Cr 1.559 -1.751 2.343
N 2.177 0.108 1.140
C 2.097 1.348 1.944
C 1.286 1.143 3.129
O 1.143 1.955 4.094
N 0.786 -0.131 3.126
C 0.170 -0.463 4.376
C -0.141 -1.945 4.568
O -1.058 -2.239 5.349
O 0.708 -2.731 3.943
H 3.010 0.064 0.589
H 1.439 0.150 0.417
H 1.825 2.225 1.323
H 3.107 1.508 2.335
H -0.732 0.133 4.597
H 0.897 -0.233 5.206
Se 3.736 -2.770 3.432
Te 6.248 -2.924 3.268
Te 2.585 -4.140 1.459
Se 4.039 -3.580 -0.358
C -3.520 0.493 0.718
C -2.186 1.024 0.266
N -1.115 0.258 0.864
C -0.713 -0.922 0.303
S -0.594 -2.315 1.229
N -0.412 -0.898 -1.005
C 0.288 -2.011 -1.644
C -0.655 -3.172 -1.939
H -4.333 1.079 0.267
H -3.583 0.602 1.810
H -3.647 -0.539 0.463
H -2.007 2.058 0.698
H -2.126 1.027 -0.812
H -1.151 0.195 1.867
H -0.320 0.029 -1.435
H 1.224 -2.318 -1.140
H 0.676 -1.541 -2.575
H -1.146 -3.458 -1.039
H -0.046 -3.998 -2.295
H -1.352 -2.899 -2.718
Se 0.776 2.446 -1.732
C -0.138 2.755 -3.375
C 0.066 1.980 -4.537
C -0.605 2.166 -5.703
N -1.648 3.051 -5.820
C -1.839 3.798 -4.759
C -1.094 3.753 -3.562
H 0.837 1.219 -4.521
H -0.473 1.530 -6.576
H -2.727 4.446 -4.802
H -1.318 4.432 -2.775

---

Entry 3:
15
Properties=species:S:1:pos:R:3 method="wB97M-V/def2-TZVPD" homo_lumo_gap_ev=10.3 spin_multiplicity=1 smiles=CCB(C)N
B -0.733 -0.108 0.213
C -1.445 0.909 1.209
C 1.549 -0.541 -1.115
C 0.955 -0.034 0.198
N -1.341 -0.965 -0.689
H -1.238 0.686 2.203
H -2.509 1.114 1.288
H -0.821 1.808 1.028
H 2.531 -0.983 -0.988
H 0.949 -1.368 -1.463
H 1.592 0.238 -1.856
H 1.355 -0.770 0.974
H 1.321 0.938 0.592
H -2.251 -0.748 -1.118
H -0.938 -1.806 -1.073

---

Across the entries above, total energy takes the values -63498.1025 -278355.4134 -5440.4661 eV, respectively.